132
Properties=species:S:1:pos:R:3:forces:R:3:mulliken_charge:R:1 method="wB97M-V/def2-TZVPD" lumo_energy_ev=0.16 homo_ev=-10.11 e_above_lowest_kcal_mol=122.5 spin_multiplicity=1 energy_ev=-156574.178
C 9.890 -7.311 0.725 -0.6217 0.4824 -0.2762 -1.195
C 9.443 -6.648 2.030 1.3587 -0.3775 1.0798 -0.121
O 8.391 -5.719 1.808 -2.0703 1.0159 0.1411 -0.291
S 7.897 -4.723 3.018 0.4956 2.0936 -0.1197 1.129
C 9.276 -3.439 2.989 -1.0434 1.0217 0.0003 -1.059
O 6.685 -3.982 2.597 2.7138 -2.3289 0.5421 -0.585
O 7.968 -5.412 4.292 -0.2725 0.4087 -1.5088 -0.586
H 10.256 -6.653 -0.064 -0.1969 0.3341 0.2033 0.312
H 8.975 -7.791 0.379 0.0775 -0.0895 -0.3960 0.295
H 10.642 -8.096 0.804 -0.0531 0.0950 0.6895 0.363
H 9.166 -7.473 2.686 -0.6024 0.1755 0.1465 0.256
H 10.152 -6.071 2.625 0.8675 -0.3084 -0.4204 0.347
H 9.390 -2.957 2.018 0.3479 -1.1693 -0.6256 0.370
H 10.209 -3.579 3.535 -0.1317 -0.9553 -0.3637 0.361
H 8.912 -2.509 3.427 -0.8778 -0.4030 0.8984 0.403
C 5.103 9.733 1.204 -0.2432 -0.6871 -0.7764 -1.007
C 5.351 8.669 0.092 1.1724 2.2074 -0.0127 -0.337
O 4.199 7.926 -0.125 -1.3056 -3.2967 0.0667 -0.300
S 4.227 6.207 0.113 -0.6738 1.1527 2.0432 1.095
C 3.298 5.830 -1.516 0.7729 0.3230 1.2700 -0.807
O 5.654 5.878 0.119 -2.2563 -0.1079 -0.5454 -0.597
O 3.410 5.846 1.318 1.9461 1.0113 -3.4996 -0.571
H 4.409 9.335 1.944 0.6993 -0.3171 0.5116 0.298
H 4.517 10.574 0.833 0.2867 0.1171 -0.4580 0.274
H 6.068 10.096 1.559 -0.2694 -0.0322 0.4400 0.318
H 5.578 9.212 -0.825 -0.4836 0.2597 -0.3855 0.284
H 6.298 8.133 0.148 -0.4155 -0.7144 0.9504 0.385
H 2.227 6.021 -1.453 0.2120 0.3969 0.5895 0.322
H 3.383 4.774 -1.775 0.6122 0.1745 0.0579 0.356
H 3.783 6.553 -2.171 -0.0691 -0.4900 -0.2591 0.289
C -1.372 9.986 0.688 -0.4269 -0.2746 0.9631 -1.298
C -1.581 10.464 -0.785 -0.6202 -1.9675 2.4501 -0.079
O -1.383 11.833 -0.749 0.5435 3.1198 -1.3675 -0.270
S -1.422 12.652 -2.183 -0.5902 -2.8429 -2.5227 1.094
C 0.339 12.295 -2.646 -1.1433 0.5402 0.1666 -0.864
O -2.326 11.870 -3.094 2.2905 1.9973 2.3470 -0.607
O -1.626 14.055 -2.013 0.0443 -0.6409 0.6999 -0.566
H -0.679 10.410 1.415 0.8064 0.9894 -1.0341 0.372
H -1.098 8.941 0.837 -0.4965 -0.3128 -0.7124 0.364
H -2.279 10.181 1.260 -0.4198 -0.3410 -0.2798 0.323
H -0.959 9.863 -1.448 0.1041 0.5189 -0.3385 0.320
H -2.644 10.299 -0.961 0.2006 -0.3515 -0.5816 0.240
H 0.972 12.697 -1.855 -0.1764 -0.4977 0.2458 0.307
H 0.678 12.793 -3.554 -0.6505 -0.0802 -0.1764 0.372
H 0.305 11.212 -2.770 0.5356 0.1383 0.1402 0.293
C -2.107 -7.277 7.176 -1.1142 0.4584 0.7430 -1.280
C -1.187 -7.204 6.017 -0.6215 0.9414 -0.3603 -0.170
O -0.520 -8.446 6.075 1.0729 -1.9479 -1.2430 -0.274
S -0.323 -9.288 4.711 -0.1035 0.1637 -2.2764 1.160
C 0.871 -8.187 3.800 -0.8428 0.2505 0.8871 -0.881
O 0.294 -10.556 5.028 -0.8306 1.4059 0.2108 -0.604
O -1.556 -9.235 3.890 2.1078 -0.1754 1.9944 -0.608
H -2.676 -6.371 7.384 0.3023 0.3201 -0.1589 0.390
H -1.552 -7.536 8.078 -0.1810 -0.1711 -0.0176 0.306
H -2.879 -8.007 6.934 0.1963 -0.3401 0.3245 0.303
H -1.764 -7.100 5.098 0.1128 -0.1158 -0.1416 0.384
H -0.469 -6.385 6.061 0.1870 -0.0851 0.1240 0.309
H 0.165 -7.585 3.228 0.3815 -0.0188 -0.3146 0.311
H 1.661 -8.640 3.201 -0.5736 -0.5280 0.0331 0.355
H 1.366 -7.530 4.515 -0.0876 -0.1516 0.1940 0.299
C -7.926 -8.743 -2.850 -0.9439 -0.8984 0.4150 -1.105
C -8.640 -8.314 -1.554 -0.6899 0.6610 -1.4913 -0.232
O -7.785 -7.749 -0.609 1.2638 2.4137 1.2570 -0.365
S -7.061 -6.269 -0.889 0.8473 -0.8692 -1.9234 1.130
C -5.428 -7.025 -1.454 -1.3541 0.5666 0.6693 -0.859
O -7.605 -5.581 -2.056 -0.0445 -1.0780 1.4856 -0.581
O -6.973 -5.579 0.366 -0.0184 -0.7821 -0.6004 -0.584
H -7.316 -9.628 -2.670 0.3682 0.1915 -0.0937 0.314
H -7.400 -7.945 -3.375 0.1108 0.0391 0.4426 0.315
H -8.697 -9.065 -3.550 -0.1208 -0.0748 -0.0315 0.367
H -9.392 -7.577 -1.834 -0.1343 0.1235 0.0032 0.306
H -9.171 -9.062 -0.966 0.2170 -0.4946 -0.5423 0.351
H -5.110 -6.623 -2.416 -0.1262 0.4331 0.3247 0.299
H -5.705 -8.067 -1.613 0.4651 0.1012 0.3755 0.279
H -4.743 -6.830 -0.628 0.1567 -0.3319 -0.2827 0.364
C -4.424 0.216 -13.441 1.6924 -1.3834 -0.3506 -1.137
C -5.054 0.363 -12.101 -1.4479 0.8971 0.2230 -0.184
O -4.508 -0.493 -11.083 -1.0240 -1.0976 1.0112 -0.305
S -5.599 -1.458 -10.217 1.3674 0.7644 -0.6271 1.115
C -4.493 -1.677 -8.713 -0.4675 0.1136 -0.3512 -0.879
O -6.826 -0.695 -9.947 2.2152 -1.4691 -0.3309 -0.580
O -5.603 -2.717 -10.943 -0.6214 1.2386 1.1118 -0.569
H -3.375 0.509 -13.409 0.0047 0.3747 -0.1724 0.288
H -4.918 0.646 -14.313 -0.2353 0.4396 0.5117 0.348
H -4.362 -0.849 -13.660 -0.1698 -0.2149 -0.0607 0.318
H -4.952 1.374 -11.705 -0.0997 0.0900 -0.1107 0.271
H -6.115 0.165 -12.253 -0.1588 -0.0110 0.4606 0.321
H -4.242 -0.748 -8.203 -0.3844 0.2202 -0.4440 0.319
H -3.557 -2.157 -8.998 -0.2590 0.0432 -0.5281 0.317
H -4.972 -2.327 -7.982 -0.4084 -0.0045 -0.3405 0.358
C 7.404 1.941 10.387 1.5267 0.3260 -0.2103 -0.987
C 6.722 0.646 10.718 0.8763 0.8081 -0.4729 -0.227
O 5.392 1.119 11.002 -2.6714 -1.9090 -1.0436 -0.356
S 4.189 0.559 9.896 -0.2423 2.7836 0.1864 1.083
C 4.502 1.855 8.484 -0.2232 -0.9293 0.7923 -0.909
O 4.634 -0.747 9.522 -0.6050 0.0875 -0.1898 -0.559
O 2.818 0.836 10.381 3.4555 -0.6681 -0.5570 -0.557
H 8.478 1.864 10.562 0.2183 -0.0954 -0.3025 0.367
H 7.106 2.783 11.011 -0.3722 -0.2260 0.0114 0.269
H 7.240 2.178 9.336 0.0498 0.2690 0.0884 0.219
H 6.856 -0.056 9.895 -0.8898 0.1669 -0.3319 0.289
H 7.263 0.093 11.485 -0.9021 0.3150 0.9960 0.367
H 5.418 1.645 7.932 0.0329 -0.3346 0.3663 0.295
H 4.565 2.854 8.915 -0.0890 -0.2823 0.3289 0.327
H 3.679 1.832 7.770 -0.1690 -0.3101 0.3344 0.379
C -4.238 5.786 -6.887 0.9264 -1.5227 0.8282 -0.685
C -2.873 6.222 -6.669 1.9963 2.1194 -0.1592 0.281
N -1.776 6.605 -6.602 -1.7380 -0.8293 0.0835 -0.381
H -5.010 6.234 -6.261 0.1475 0.6147 -0.6463 0.293
H -4.116 4.807 -6.424 -0.6947 -0.6741 -0.3295 0.244
H -4.365 5.644 -7.960 -0.6298 0.2906 0.2380 0.249
C 2.657 -4.159 -2.975 -0.0192 -1.3233 0.1303 -0.787
C 2.445 -3.375 -4.181 -0.4596 1.4315 -2.2615 0.355
N 2.258 -2.784 -5.175 0.4853 -1.4098 2.4765 -0.358
H 3.592 -4.718 -3.004 0.5741 0.7976 0.0552 0.265
H 2.019 -5.042 -2.978 -0.7711 0.3179 -0.0867 0.257
H 2.505 -3.642 -2.027 0.1885 0.1930 -0.3092 0.268
C -10.524 1.220 -0.232 1.1367 0.0052 -0.7944 -0.649
C -9.322 1.301 -1.102 0.9810 0.7373 -0.9245 0.262
N -8.409 1.363 -1.819 -1.4271 -0.1650 1.2209 -0.365
H -11.023 2.179 -0.093 0.2118 -0.0011 -0.2140 0.268
H -10.149 0.873 0.731 -0.5626 -0.3699 -0.0193 0.245
H -11.164 0.543 -0.797 -0.3227 -0.2029 0.7278 0.239
C -1.216 -0.174 2.301 1.2547 0.3722 0.7110 -1.058
C -2.132 0.750 1.538 -1.7510 -1.5543 -1.0701 -0.116
O -1.942 0.458 0.142 1.8613 0.1912 -0.5637 -0.549
H -1.325 -1.234 2.073 -0.2741 0.2032 -0.1547 0.276
H -1.201 -0.047 3.384 -1.0301 0.0188 0.1920 0.358
H -0.165 0.083 2.174 0.1583 0.0292 -0.8961 0.292
H -2.104 1.799 1.832 0.4098 0.0512 -0.2315 0.270
H -3.157 0.383 1.589 -0.3265 0.3566 1.3816 0.227
H -2.587 0.796 -0.483 -0.3046 0.3268 0.6285 0.299

***

123
Properties=species:S:1:pos:R:3:forces:R:3:mulliken_charge:R:1 method="wB97M-V/def2-TZVPD" lumo_energy_ev=-5.44 homo_ev=-11.90 spin_multiplicity=1 total_charge=+2 energy_ev=-70507.956
Sr 0.366 0.931 3.497 -0.9282 -0.5536 -0.5379 1.668
Sr -0.796 -3.258 3.853 -0.8261 0.8428 0.0038 1.711
C 0.349 -1.426 -0.226 1.7123 1.0037 0.7540 0.289
C 0.592 -0.828 1.138 0.0913 0.5409 0.5993 -0.086
O 1.497 0.037 1.431 -0.8912 -1.2555 -0.5009 -0.551
O -0.320 -1.110 1.986 0.5542 -0.4549 1.0269 -0.223
H -0.303 -0.626 -0.584 -0.5289 -0.7640 -0.7527 -0.401
H -0.022 -2.436 -0.106 -0.5305 0.1786 -0.3242 0.417
H 1.274 -1.450 -0.800 -0.0938 0.0584 -0.1442 0.102
C -4.067 -0.184 3.526 0.9830 0.3399 -0.1312 -0.922
C -2.877 -0.941 4.115 -0.3659 -0.5175 0.1213 0.604
O -3.008 -2.179 4.301 -0.0411 -0.2909 -0.1280 -0.722
O -1.749 -0.404 4.260 0.9678 0.9802 0.2646 -0.668
H -4.976 -0.066 4.108 0.0744 -0.7362 0.2642 0.400
H -4.219 -0.784 2.628 -0.6544 0.3581 -0.1337 0.159
H -3.785 0.837 3.269 0.1970 -0.1123 -0.1717 0.212
C 4.462 -1.597 -0.424 -0.6431 -1.0371 -0.2444 0.554
O 3.592 -2.415 -0.734 0.3133 0.4696 -0.0813 -0.612
N 5.712 -1.580 -0.963 -0.3132 0.5421 0.6231 -0.392
N 4.236 -0.669 0.552 0.0376 -0.1628 0.0242 0.023
H 6.282 -0.816 -0.661 0.5711 -0.0655 -0.4016 0.144
H 5.972 -2.142 -1.749 -0.1240 -0.0807 -0.0416 0.251
H 4.943 -0.006 0.799 -0.0145 0.1756 0.0988 0.189
H 3.303 -0.612 0.944 0.1292 0.2425 -0.2001 -0.318
C -2.730 -3.408 0.964 -0.4627 -0.1734 -0.1621 -0.808
O -1.948 -4.116 1.938 0.7766 -0.8180 -0.3916 -0.078
C -1.615 -5.470 1.533 -0.3393 -0.8026 0.5334 -0.449
C -0.446 -6.153 2.284 -1.0569 0.5127 -0.2224 -1.163
N -0.506 -6.061 3.757 0.6675 0.3181 -0.0619 -0.167
C -1.683 -6.696 4.370 -0.7094 0.5590 0.2481 -0.618
C -2.037 -6.019 5.715 -1.4634 -0.6178 0.0075 -0.786
O -1.952 -4.594 5.636 1.4289 -0.4207 0.2060 -0.188
C -2.347 -3.938 6.822 -0.6850 1.2551 0.8934 -0.832
H -3.506 -4.030 0.514 0.2469 -0.4128 0.0818 0.393
H -2.076 -3.036 0.181 -0.0606 0.2294 -0.0254 0.288
H -3.293 -2.628 1.469 0.4386 0.2483 0.1627 -0.019
H -1.273 -5.558 0.501 -0.5241 0.4671 -0.2459 0.426
H -2.529 -6.039 1.699 -0.0629 -0.1216 -0.4316 0.524
H 0.432 -5.686 1.832 0.4967 -0.1899 0.7327 0.390
H -0.465 -7.209 1.999 0.0123 0.0930 -0.4398 0.422
H 0.295 -6.585 4.097 0.1784 0.3761 0.0771 0.253
H -1.570 -7.769 4.545 0.2777 0.0128 0.0618 0.448
H -2.511 -6.636 3.665 -0.1231 0.3197 0.1682 0.189
H -1.551 -6.525 6.555 0.9143 0.7733 -0.0320 0.480
H -3.086 -6.174 6.001 -0.0912 -0.5009 -0.5718 0.409
H -3.321 -4.284 7.170 -0.0268 -0.1042 -0.1546 0.335
H -2.435 -2.869 6.618 -0.2862 -0.1465 -0.4825 0.221
H -1.677 -3.927 7.691 0.4704 -0.9530 -0.3691 0.336
C 0.955 2.152 -1.471 -0.5760 0.5051 -0.7020 -1.276
O 1.725 2.891 -0.543 -0.4421 0.2722 0.9109 0.091
C 2.887 3.541 -1.038 0.8932 -1.7497 -1.7092 -0.842
C 2.745 4.713 -2.007 -0.5689 1.0020 1.0567 -1.022
N 2.164 4.484 -3.307 0.3878 -0.2615 -0.8122 -0.091
C 2.016 5.724 -4.052 -0.2598 0.7910 -0.4139 -0.808
C 1.298 5.560 -5.396 0.6184 0.1251 0.9359 -0.684
O -0.035 5.186 -5.112 -0.0205 0.4772 -0.2906 -0.257
C -0.875 5.416 -6.226 -0.6552 -1.2039 -0.3662 -0.874
H 1.541 1.789 -2.316 0.1659 -0.0899 0.0826 0.838
H 0.141 2.767 -1.873 0.1789 0.2825 -0.2116 0.479
H 0.400 1.326 -1.029 0.6023 -0.1593 0.5718 -0.352
H 3.435 2.728 -1.546 -0.0624 0.2275 -0.5690 0.462
H 3.618 3.694 -0.241 -0.7064 0.7888 0.4969 0.482
H 3.745 5.149 -2.110 0.1417 -0.3418 -0.3119 0.532
H 2.203 5.558 -1.544 -0.1244 -0.2199 0.5048 0.385
H 1.262 4.027 -3.321 0.0057 -0.0275 0.4502 0.023
H 2.966 6.247 -4.197 0.3092 -0.5615 -0.1875 0.499
H 1.439 6.504 -3.529 -0.2454 -0.3014 0.3863 0.367
H 1.820 4.832 -6.025 -0.1833 -0.0879 -0.1053 0.281
H 1.306 6.541 -5.880 0.0689 -0.0442 -0.1510 0.556
H -0.718 4.628 -6.974 0.1612 0.1103 -0.1273 0.344
H -0.777 6.374 -6.739 0.3063 0.2144 0.4056 0.312
H -1.909 5.285 -5.906 0.0450 0.2095 0.1835 0.283
C -3.998 1.199 -2.469 0.8634 0.3609 -0.4750 -0.940
O -2.929 0.256 -2.596 -1.0730 -0.0347 -0.4614 -0.003
C -3.472 -0.993 -3.004 0.5768 -1.0325 0.6645 -0.717
C -2.367 -2.033 -3.081 1.0138 0.2080 0.0901 -0.259
N -1.361 -1.786 -4.128 -1.4708 0.3495 -0.2891 -0.362
C -0.271 -0.909 -3.708 0.0395 -1.0088 -0.5885 0.865
C 0.531 -0.473 -4.937 0.9722 0.5713 1.6173 -0.869
O -0.064 0.586 -5.653 -0.8183 -0.7169 0.0240 -0.431
C -0.123 1.794 -4.975 -0.3420 2.3384 -0.2213 -0.317
H -4.638 1.211 -3.354 -0.2105 -0.3958 0.1039 0.391
H -3.547 2.193 -2.484 0.0285 -0.0127 0.4825 0.231
H -4.559 1.004 -1.556 -0.2125 0.1286 -0.0074 0.283
H -4.000 -0.990 -3.963 0.0822 0.5855 -0.1437 0.420
H -4.202 -1.368 -2.272 -0.1300 0.2589 0.1578 0.417
H -2.818 -3.026 -3.168 -0.0248 0.0317 -0.3258 0.385
H -1.779 -2.061 -2.157 -0.3446 0.0622 0.2379 -0.271
H -1.870 -1.349 -4.894 0.2907 -0.0588 -0.1766 0.353
H 0.298 -1.596 -3.072 0.5749 0.5411 0.0125 -0.168
H -0.568 -0.024 -3.136 -0.1288 -0.0414 0.0242 -0.180
H 0.779 -1.313 -5.581 -0.4402 0.0957 -0.3028 0.406
H 1.490 -0.082 -4.556 0.1149 -0.1564 -0.0208 0.332
H -0.636 2.518 -5.617 0.5186 -0.1780 -0.5694 0.210
H 0.855 2.228 -4.726 0.2414 -0.3190 -0.2378 0.329
H -0.745 2.018 -4.092 -0.0785 -1.5405 0.4009 0.015
C -2.215 1.743 0.883 -1.5356 -0.4835 0.8518 -0.626
O -1.271 2.192 1.832 1.1212 0.9269 0.4170 0.106
C -0.798 3.549 1.523 -0.8008 -0.6915 0.2283 -0.394
C 0.285 4.041 2.463 0.7160 0.8846 -1.0986 -0.899
N 1.324 3.028 2.389 -0.0609 -1.2115 1.0535 0.855
C 2.664 3.331 2.944 -2.1138 0.4818 -0.7804 -1.342
C 3.509 2.070 2.968 0.3734 1.1837 0.0637 -0.157
O 2.971 1.129 3.909 0.2597 0.5948 -0.4944 -0.209
C 3.905 0.088 4.158 -0.4837 -1.2546 -0.2657 -0.876
H -2.612 0.816 1.303 0.4313 -0.2966 -0.4172 -0.128
H -1.876 1.612 -0.146 0.3675 0.1051 0.1151 0.085
H -3.114 2.372 0.916 0.3103 0.3914 -0.3357 0.481
H -1.676 4.195 1.510 0.1071 0.1567 -0.1297 0.514
H -0.335 3.449 0.541 -0.1452 0.4751 -0.1492 0.018
H 0.067 4.440 3.460 -0.4963 -1.0863 0.3253 0.297
H 0.620 5.002 2.029 0.0693 -0.1635 -0.4446 0.386
H 1.411 2.692 1.428 0.1277 0.2890 -0.0780 -0.114
H 2.451 3.751 3.930 0.5954 -0.1472 0.2069 0.474
H 2.965 4.158 2.293 1.3004 -0.2085 0.3256 0.352
H 4.507 2.387 3.284 0.0643 -0.2782 0.1413 0.670
H 3.604 1.637 1.969 -0.2732 -0.1305 0.0135 -0.087
H 3.879 -0.700 3.391 -0.2244 0.3137 -0.2542 0.297
H 3.549 -0.405 5.063 0.6057 0.2410 0.2760 0.267
H 4.942 0.422 4.159 -0.1284 0.2785 0.6160 0.358
O 1.417 -4.006 -2.586 -0.0681 -0.0008 -0.0038 -0.570
H 2.138 -3.375 -2.486 0.1849 -0.0230 0.2079 0.292
H 1.710 -4.604 -3.282 -0.0797 0.0554 0.0176 0.269